Record 1
The following is a quantum chemistry calculation of a structure of composition C11H28AlO8 in a non-equilibrium geometry, from the OMol25 dataset.

Properties
Kohn-Sham gap in eV: 6.76
HOMO level in eV: -4.73
Energy in eV: -34841.5268

```
! wB97M-V def2-TZVPD RIJCOSX def2/J DEFGRID3
* xyz -1 1
C -0.922 -2.747 -4.351
C -0.002 -1.708 -4.320
C -0.068 -0.758 -3.311
C -1.042 -0.815 -2.323
C -1.089 0.214 -1.229
C 0.249 0.348 -0.475
C 0.100 0.657 1.009
C 1.457 0.681 1.751
C 1.479 -0.172 3.070
O 1.691 0.614 4.224
Al 1.246 2.262 3.734
O 1.866 1.991 2.039
C -1.956 -1.864 -2.378
C -1.898 -2.820 -3.381
H -0.863 -3.499 -5.129
H 0.776 -1.634 -5.069
H 0.664 0.044 -3.279
H -1.279 1.180 -1.700
H -1.901 -0.001 -0.535
H 0.873 1.112 -0.950
H 0.802 -0.596 -0.570
H -0.564 -0.098 1.450
H -0.359 1.635 1.164
H 2.181 0.214 1.063
H 2.366 -0.819 2.993
H 0.597 -0.817 3.159
H 1.967 3.489 4.485
H -0.364 2.320 3.589
H -2.720 -1.923 -1.610
H -2.615 -3.634 -3.387
O 0.299 -2.153 5.113
H 0.455 -2.811 5.794
H 0.947 -1.454 5.303
O 2.554 -1.418 6.745
H 3.453 -1.751 6.674
H 2.638 -0.564 7.180
O -1.881 3.434 -1.152
H -2.068 3.782 -2.031
H -1.151 3.971 -0.828
O -1.757 0.109 4.890
H -1.675 0.434 3.987
H -1.184 -0.670 4.919
O -1.348 4.454 -4.169
H -1.386 5.308 -4.609
H -1.022 3.841 -4.834
O 1.138 -2.322 -7.390
H 0.728 -3.187 -7.296
H 0.588 -1.858 -8.027
*
```



Record 2
The following is a quantum chemistry calculation of a structure of composition C10H23KN2O3P2 in a non-equilibrium geometry, from the OMol25 dataset.

Properties
Kohn-Sham gap in eV: 4.33
HOMO level in eV: -6.16
Energy in eV: -54757.2415

```
! wB97M-V def2-TZVPD RIJCOSX def2/J DEFGRID3
* xyz 0 1
C 0.425 -0.263 5.353
C 0.453 -0.009 4.051
P 0.085 0.282 2.169
C 1.741 -0.502 1.597
N 2.930 0.399 1.708
O 0.590 1.941 2.123
C 0.378 2.431 0.748
C -0.786 1.570 -0.026
C -0.624 1.382 -1.638
C -1.522 0.179 -2.208
C -0.842 -1.277 -2.120
C 0.618 -1.399 -2.799
O 1.486 -2.068 -1.855
C 2.048 -3.304 -2.349
P -2.374 2.485 0.555
N -3.478 1.358 0.919
O -0.702 0.260 0.582
H 0.198 -0.739 6.382
H -0.363 -1.113 2.199
H -1.201 0.799 2.608
H 1.940 -1.397 2.316
H 1.638 -0.977 0.538
H 3.030 0.809 2.647
H 2.968 1.105 0.960
H 1.413 2.457 0.233
H 0.159 3.558 0.891
H -1.061 2.363 -2.096
H 0.481 1.364 -1.943
H -1.911 0.446 -3.268
H -2.472 0.135 -1.530
H -1.545 -2.001 -2.729
H -0.802 -1.695 -1.033
H 1.113 -0.369 -3.031
H 0.484 -1.918 -3.812
H 1.778 -3.586 -3.426
H 1.679 -4.159 -1.648
H 3.211 -3.352 -2.281
H -2.869 3.357 -0.495
H -2.149 3.300 1.725
H -3.763 1.461 1.908
K -2.381 -3.283 -1.883
*
```



Record 3
The following is a quantum chemistry calculation of a cluster of 10 separate species, C33H60O30 in total in a non-equilibrium geometry, from the OMol25 dataset.

Properties
Energy above the lowest of the compared OMol25 structures with the same formula, charge and spin in eV: 13.050
Kohn-Sham gap in eV: 10.00
HOMO level in eV: -9.62
Structure (SMILES): C[C@H]1COC(=O)O1.C[C@H]1COC(=O)O1.C[C@H]1COC(=O)O1.COC(=O)OC.COC(=O)OC.COC(=O)OC.COC(=O)OC.COC(=O)OC.COC(=O)OC.COC(=O)OC
Energy in eV: -96605.6975

```
! wB97M-V def2-TZVPD RIJCOSX def2/J DEFGRID3
* xyz 0 1
C -7.410 -3.324 -1.621
C -6.545 -2.504 -2.546
C -6.537 -0.999 -2.244
O -5.254 -0.795 -1.610
C -4.584 -1.878 -1.565
O -3.461 -1.968 -1.083
O -5.217 -2.832 -2.122
H -7.207 -4.434 -1.644
H -8.470 -3.218 -1.778
H -7.249 -2.962 -0.633
H -6.788 -2.696 -3.566
H -7.390 -0.752 -1.578
H -6.622 -0.389 -3.058
C -0.314 2.148 3.355
C 1.018 2.756 3.809
C 1.408 4.135 3.196
O 1.951 4.775 4.369
C 1.527 4.178 5.396
O 1.614 4.612 6.559
O 0.944 3.038 5.154
H -0.642 1.114 3.742
H -0.233 1.969 2.300
H -1.075 2.842 3.455
H 1.888 2.133 3.544
H 0.647 4.672 2.723
H 2.085 4.089 2.370
C -2.010 1.722 -0.686
C -0.630 1.674 -1.218
C 0.039 3.044 -1.122
O 1.026 2.896 -0.127
C 1.203 1.724 0.187
O 2.107 1.342 0.933
O 0.320 0.930 -0.504
H -2.625 0.830 -0.815
H -2.660 2.423 -1.286
H -1.997 2.064 0.317
H -0.646 1.341 -2.286
H -0.621 3.866 -0.824
H 0.374 3.298 -2.127
C 3.166 1.572 -2.411
O 3.467 1.374 -3.716
C 2.482 1.151 -4.540
O 1.055 1.482 -4.128
O 2.828 0.938 -5.881
C 2.066 1.713 -6.800
H 4.062 1.639 -1.746
H 2.598 0.756 -2.061
H 2.754 2.526 -2.304
H 2.662 2.628 -6.734
H 0.985 1.891 -6.634
H 2.191 1.415 -7.902
C 1.041 -0.892 2.745
O 0.318 -1.270 3.925
C 0.730 -0.630 5.086
O 1.928 0.132 5.049
O 0.029 -0.763 6.188
C 0.287 0.133 7.278
H 1.289 -1.767 2.158
H 1.715 -0.068 2.914
H 0.322 -0.354 2.112
H 1.325 0.095 7.639
H -0.277 -0.108 8.178
H 0.007 1.077 6.894
C -4.051 2.054 5.299
O -3.352 1.797 4.089
C -3.199 0.552 3.527
O -3.538 -0.587 4.215
O -2.773 0.438 2.273
C -2.714 -0.813 1.629
H -3.558 2.868 5.865
H -3.951 1.163 5.877
H -5.129 2.245 5.234
H -2.087 -0.973 0.728
H -3.698 -1.296 1.341
H -2.222 -1.573 2.328
C 4.674 4.504 0.212
O 4.101 4.066 1.447
C 4.418 2.755 1.826
O 5.089 1.875 0.880
O 4.096 2.363 3.050
C 4.430 1.103 3.588
H 4.665 5.576 0.211
H 4.467 3.997 -0.748
H 5.765 4.312 0.261
H 4.137 0.960 4.637
H 5.433 1.110 3.890
H 4.103 0.246 3.109
C 2.249 -3.215 -4.971
O 1.927 -3.608 -3.647
C 1.426 -2.780 -2.697
O 1.186 -1.450 -2.931
O 1.095 -3.319 -1.558
C 0.157 -2.704 -0.650
H 2.605 -2.227 -5.146
H 1.465 -3.371 -5.759
H 3.099 -3.869 -5.302
H 0.201 -3.247 0.342
H -0.908 -2.762 -0.971
H 0.368 -1.642 -0.488
C 3.856 -0.854 0.151
O 4.456 -2.065 -0.085
C 4.055 -3.163 0.484
O 2.890 -3.295 1.311
O 4.858 -4.182 0.312
C 4.582 -5.430 0.822
H 2.939 -0.796 -0.397
H 4.609 -0.138 -0.280
H 3.658 -0.610 1.199
H 5.075 -5.631 1.748
H 5.020 -6.106 0.183
H 3.494 -5.695 0.892
C -1.945 -0.687 -3.409
O -2.287 -1.883 -4.058
C -3.392 -1.888 -4.794
O -4.243 -0.853 -4.779
O -3.512 -2.926 -5.530
C -4.644 -3.146 -6.341
H -2.659 -0.391 -2.578
H -1.944 0.211 -4.126
H -1.028 -0.804 -2.878
H -5.501 -3.192 -5.707
H -4.584 -4.132 -6.733
H -4.664 -2.378 -7.116
*
```



Record 4
The following is a quantum chemistry calculation of the molecule C8H8P2 in a non-equilibrium geometry, from the OMol25 dataset.

Properties
Energy above the lowest of the compared OMol25 structures with the same formula, charge and spin in eV: 1.595
Kohn-Sham gap in eV: 7.96
HOMO level in eV: -8.58
Structure (SMILES): C=Pc1ccccc1P=C
Energy in eV: -26998.8390

```
! wB97M-V def2-TZVPD RIJCOSX def2/J DEFGRID3
* xyz 0 1
C 2.289 0.707 -0.124
C 2.381 -0.695 0.122
C 1.104 1.439 -0.055
C 1.159 -1.484 0.387
C -0.089 0.757 0.003
C -0.067 -0.864 0.379
C -2.095 2.870 0.616
C -1.701 -2.796 -0.820
P -1.876 1.340 -0.034
P -1.815 -1.534 0.327
H 3.196 1.158 -0.305
H 3.281 -1.176 0.042
H 1.077 2.500 -0.449
H 1.142 -2.494 0.656
H -3.126 3.177 0.668
H -1.478 3.486 1.167
H -2.518 -3.354 -1.017
H -0.863 -3.038 -1.562
*
```



Record 5
The following is a quantum chemistry calculation of a structure of composition C22H40ClN5O2Ru in a non-equilibrium geometry, from the OMol25 dataset.

Properties
Energy above the lowest of the compared OMol25 structures with the same formula, charge and spin in eV: 2.236
Kohn-Sham gap (alpha / beta) in eV: 1.43 / 5.63
HOMO level (alpha / beta) in eV: 3.03 / -1.22
Energy in eV: -50101.7170

```
! wB97M-V def2-TZVPD RIJCOSX def2/J DEFGRID3
* xyz -2 5
Ru -0.395 0.846 0.872
Cl -1.597 -0.035 -0.817
C -1.046 3.346 3.332
C -1.499 1.742 1.940
N -1.199 3.064 1.984
H -1.239 2.092 5.080
N -1.643 1.232 3.183
H -0.650 4.270 3.640
C -0.644 3.827 0.776
C -1.199 5.213 0.905
C 0.872 3.806 0.752
H -0.803 5.703 1.793
H -0.908 5.785 0.022
H -2.290 5.169 0.936
H -0.713 3.808 -1.363
H -2.169 3.075 -0.635
H 1.295 2.794 0.689
C -1.089 3.191 -0.529
H 1.312 4.303 1.618
H 1.199 4.339 -0.156
H -0.604 2.198 -0.677
C -1.338 2.262 4.032
C -0.338 -0.774 3.980
H -0.073 -0.322 4.936
H -0.425 -1.864 4.123
C -1.674 -0.279 3.465
H -1.892 -2.141 2.414
C -2.775 -0.481 4.459
H -3.717 -0.106 4.052
H 0.491 -0.611 3.283
H -1.147 -0.890 1.445
H -2.533 0.014 5.398
H -2.884 -1.553 4.641
C -1.961 -1.063 2.197
H -2.934 -0.853 1.748
C 1.127 -2.276 -4.271
N 1.488 -1.301 -3.308
H 0.601 -4.410 -3.961
N 1.030 -3.114 -2.196
H 1.173 -2.155 -5.341
C 1.464 0.149 -3.464
C 2.493 0.536 -4.506
C 0.090 0.743 -3.868
H 2.241 0.099 -5.485
H 2.560 1.627 -4.629
H 3.476 0.164 -4.176
H 1.716 1.980 -2.304
H 2.753 0.612 -1.745
H -0.660 0.581 -3.074
C 1.769 0.866 -2.161
H -0.295 0.337 -4.819
H 0.186 1.848 -3.993
H 0.999 0.612 -1.408
C 0.828 -3.431 -3.555
C -1.096 -3.643 -0.907
H -1.632 -4.108 -1.752
H -1.441 -4.147 0.030
C 0.447 -3.753 -1.020
H 0.494 -3.633 1.148
C 0.850 -5.215 -1.029
H 1.952 -5.265 -1.071
H -1.407 -2.586 -0.829
H 0.563 -2.055 0.303
H 0.424 -5.741 -1.902
H 0.521 -5.737 -0.120
C 0.923 -3.095 0.259
H 2.018 -3.089 0.358
C 1.943 -2.155 -2.375
O 2.052 0.860 2.302
N 1.478 0.406 1.277
O 2.090 -0.332 0.456
*
```